217
Properties=species:S:1:pos:R:3:forces:R:3:mulliken_charge:R:1 method="wB97M-V/def2-TZVPD" homo_ha=-0.292 orbital_gap_ev=7.72 energy_ha=-6733.56241 de_lowest_kcal_mol=17.6 lumo_energy_ev=-0.22 max_force_ha_per_bohr=0.0797 charge=0
C -3.0391 8.6937 -2.8983 0.3 0.9 0.6 -2.19
C -2.4705 7.5432 -2.0608 -0.4 -0.1 -0.9 1.91
C -2.7391 6.2238 -2.7814 -0.8 -0.8 0.4 -1.31
C -1.8860 5.0803 -2.2325 0.1 -0.7 -0.4 1.15
C -0.3969 5.2988 -2.3478 -0.4 -0.1 0.1 -1.17
C -0.0676 6.5627 -1.5032 0.3 0.5 -2.3 1.77
N -0.9979 7.6741 -2.1096 1.0 0.0 1.2 -0.08
O -0.7459 8.8858 -1.3730 0.0 -0.6 0.8 -0.50
C -0.0731 6.4220 -0.0118 -1.0 -1.3 0.9 -0.14
C 1.3594 6.9421 -1.8984 0.3 0.8 0.0 -2.07
C -3.1235 7.6679 -0.6905 1.8 -0.5 0.7 -1.38
H -2.4013 8.8862 -3.7285 0.2 -0.3 -1.2 0.50
H -2.9453 9.6279 -2.3567 0.0 0.2 0.6 0.44
H -4.0977 8.6823 -3.1541 0.1 -0.7 -0.2 0.39
H -3.8460 5.9714 -2.6304 1.4 0.3 -0.7 0.34
H -2.4254 6.3437 -3.8400 -0.7 0.0 0.4 0.30
H -2.1529 4.1024 -2.6118 -0.3 -0.1 -0.8 0.10
H -2.0122 4.9052 -1.1997 -0.8 0.2 1.6 -0.77
H -0.0987 5.2846 -3.4045 0.0 1.1 0.1 0.42
H 0.1521 4.4073 -2.0338 0.0 0.1 0.8 -0.18
H -0.2432 7.4353 0.4057 0.5 -0.8 0.2 0.54
H -0.8592 5.7096 0.3592 0.4 1.0 -0.4 -0.70
H 0.8716 5.9030 0.2804 -0.4 0.8 0.1 0.14
H 1.7850 7.7794 -1.2989 -0.4 -0.4 -0.4 0.29
H 2.0597 6.0945 -1.7798 -0.5 0.2 -0.1 0.33
H 1.2700 7.2455 -2.9430 0.6 0.0 -0.1 0.55
H -2.5596 8.4390 -0.1234 -0.6 -0.4 -0.3 0.27
H -3.0027 6.7177 -0.1627 -0.3 0.1 0.2 -0.05
H -4.1560 7.9421 -0.7784 -0.5 0.0 0.0 0.58
H -0.2522 9.4514 -1.9474 0.5 0.3 -0.8 0.35
C -0.8645 -1.6698 -0.8287 -0.7 1.1 0.4 -0.04
C -0.9491 -0.8028 0.4952 -1.5 0.7 -1.4 2.15
C -0.2386 -1.4320 1.6616 -0.6 0.6 1.5 0.29
C 1.2492 -1.2902 1.5802 0.0 -0.3 -0.9 -0.91
C 1.6294 0.1225 1.3886 1.5 1.5 -1.0 -0.42
C 0.9783 0.8650 0.1647 1.1 -2.0 1.0 3.31
N -0.4256 0.5973 0.3345 -1.0 -0.5 0.1 0.10
O -1.1165 1.1848 -0.7720 0.1 -0.9 -0.1 1.79
C 1.2628 2.3232 0.3414 -0.6 0.8 -0.7 -0.18
C 1.5487 0.4281 -1.1943 1.3 -0.1 0.2 -1.12
C -2.4860 -0.5875 0.8747 2.3 1.1 -0.7 -1.14
H 0.1196 -2.0170 -1.0831 0.5 -0.1 0.0 -0.36
H -1.2793 -1.1463 -1.7073 0.4 0.3 0.5 -1.04
H -1.5273 -2.5135 -0.7593 -0.2 -0.7 0.5 0.59
H -0.6329 -0.9214 2.5997 0.6 -0.4 -0.9 -1.44
H -0.5326 -2.4649 1.7495 -0.2 -0.6 -0.1 0.09
H 1.6200 -1.8317 0.7163 0.1 -0.5 -0.2 -0.28
H 1.7799 -1.6478 2.4387 0.1 -0.6 0.6 0.93
H 2.7320 0.1889 1.2514 -0.5 0.0 0.1 -0.57
H 1.4229 0.6746 2.2948 -0.3 0.4 0.3 -0.10
H 0.7848 2.6768 1.2729 0.7 0.1 -0.2 -0.32
H 2.3446 2.4508 0.2269 -0.2 0.4 0.6 0.05
H 0.8299 2.8906 -0.5084 0.1 -0.1 0.4 -0.93
H 1.8550 -0.6226 -1.2944 -0.5 0.1 0.2 -0.62
H 0.8233 0.6915 -1.9393 -0.3 -0.1 -0.6 -0.14
H 2.4896 0.9812 -1.4105 -0.6 -0.1 0.1 0.66
H -3.0706 -0.3884 -0.0055 -0.2 0.3 -0.2 -0.41
H -2.5339 0.2177 1.6147 0.0 0.1 -0.3 0.16
H -2.8921 -1.4214 1.3479 -0.5 -1.8 0.5 0.45
H -1.2757 2.0397 -0.4173 -0.6 1.3 0.2 -0.60
C 0.4396 -8.7173 2.0994 0.4 1.3 0.7 -1.51
C -0.2351 -7.3265 1.6339 0.5 -1.5 1.5 0.92
C 0.4715 -6.0946 2.2578 0.1 0.0 0.8 -0.27
C 1.8251 -5.6717 1.5625 -1.7 -0.4 0.8 -1.39
C 1.4799 -5.3805 0.1164 -1.0 -0.8 -1.2 0.10
C 0.8905 -6.6704 -0.6038 -0.5 -0.5 1.0 1.66
N -0.2993 -7.1314 0.2506 0.6 1.2 -2.9 1.10
O -0.8388 -8.2839 -0.3613 -0.5 -0.3 -0.6 -0.60
C 0.2210 -6.2254 -1.9307 1.4 0.5 -0.1 -1.65
C 1.9405 -7.7709 -0.7630 1.1 -0.9 -0.5 -1.91
C -1.6823 -7.4172 2.1635 -0.8 -0.5 -0.9 -1.66
H 1.4873 -8.8861 1.7554 -0.9 0.2 0.3 0.24
H -0.1758 -9.5559 1.8218 -0.2 -0.2 -0.5 0.41
H 0.4067 -8.7123 3.2151 0.3 0.0 -0.7 0.43
H -0.2491 -5.2373 2.2508 0.6 -0.6 -0.1 -0.36
H 0.6305 -6.3650 3.3437 0.0 0.4 -1.0 0.55
H 2.4860 -6.4981 1.7097 0.8 -0.5 -0.2 0.57
H 2.2323 -4.8442 2.1404 0.1 0.3 -0.3 0.44
H 2.2104 -4.9211 -0.5858 -0.1 -0.3 0.8 -0.47
H 0.5911 -4.7411 0.1548 0.3 0.4 -0.2 -0.08
H 0.9416 -5.7742 -2.6496 -0.2 0.1 0.8 0.20
H -0.3061 -6.9136 -2.5641 -0.1 -1.1 0.3 0.45
H -0.5247 -5.5386 -1.5923 -0.4 0.9 -0.2 0.41
H 2.4307 -8.1323 0.1521 -0.4 0.5 0.0 0.30
H 1.6153 -8.7048 -1.2459 -0.6 0.4 0.2 0.34
H 2.7913 -7.4891 -1.4046 -0.3 0.5 0.1 0.36
H -2.1928 -6.4477 2.0974 0.2 -0.1 0.2 0.09
H -1.6303 -7.7948 3.1601 -0.1 0.2 1.1 0.52
H -2.3577 -8.1799 1.6536 1.2 0.9 0.1 0.32
H -1.5123 -7.9523 -0.9923 0.4 -0.1 0.6 0.38
C 4.8037 -3.8629 -1.2691 -0.4 -1.0 -0.3 -0.15
N 6.2339 -3.7629 -1.6927 0.1 -1.6 -0.4 1.10
O 6.6479 -2.6799 -2.0169 0.2 0.6 0.0 -0.57
O 6.8757 -4.8129 -1.7839 -0.6 1.0 0.3 -0.62
H 4.5710 -2.9716 -0.6885 0.0 -0.4 0.1 -0.40
H 4.6840 -4.8392 -0.7239 0.1 1.2 -0.5 0.29
H 4.2146 -3.8842 -2.2147 0.4 0.1 0.6 0.18
C -3.2095 -2.5202 3.7209 0.1 2.2 1.3 -0.44
N -4.2576 -1.3761 3.4538 0.8 -1.1 0.0 1.03
O -3.8843 -0.2375 3.6213 0.0 0.0 0.2 -0.56
O -5.3872 -1.6967 3.1216 0.8 -0.1 0.3 -0.65
H -2.1800 -2.2079 3.4247 -1.2 0.0 0.2 -0.18
H -3.5308 -3.3793 3.2316 -0.6 -1.3 -1.0 0.43
H -3.2457 -2.6790 4.8145 0.0 0.2 -0.6 0.44
C 0.9139 -3.8016 5.9478 -0.1 1.0 0.0 -0.72
N -0.5281 -3.6471 5.6077 1.3 -2.2 -1.6 0.94
O -1.1731 -2.8222 6.1604 -1.2 1.1 0.8 -0.54
O -0.9019 -4.4222 4.7167 -0.4 1.0 0.9 -0.46
H 1.3004 -2.8139 6.2102 0.0 -0.2 -0.2 0.32
H 1.3309 -4.2231 5.0590 0.6 -0.2 -0.3 0.17
H 1.0328 -4.4415 6.7987 -0.2 -0.5 0.4 0.30
C -5.1002 -5.9159 -0.6716 0.1 -1.2 1.4 -0.68
N -3.6638 -5.8172 -0.9866 -1.0 0.7 0.8 0.82
O -3.0151 -4.9560 -0.4297 0.3 0.0 -0.1 -0.23
O -3.2548 -6.6307 -1.7649 1.3 -0.9 -1.0 -0.65
H -5.1095 -6.5229 0.2830 -0.2 0.3 -1.2 0.31
H -5.5680 -6.4331 -1.5141 -0.1 0.2 0.5 0.28
H -5.4730 -4.9427 -0.4163 -0.2 0.3 -0.3 0.25
C -5.8927 2.6073 1.0136 0.4 -1.2 -2.6 -0.30
N -5.2462 3.2401 -0.1964 0.0 0.9 -0.7 0.96
O -4.6634 2.5316 -1.0040 -0.4 0.2 0.6 -0.48
O -5.3020 4.4655 -0.2741 0.0 -1.0 0.1 -0.58
H -6.8680 3.0035 1.1207 -0.9 0.4 0.1 0.30
H -5.2501 2.9357 1.7610 0.9 0.1 1.8 0.29
H -5.8754 1.5333 0.7797 0.0 0.4 0.6 -0.17
C 0.4969 -3.9621 -4.7273 1.4 -1.0 -0.5 -0.82
N 1.7757 -3.5321 -4.0787 1.0 0.7 0.6 0.70
O 1.7681 -3.0742 -2.9434 -0.7 -0.3 -0.4 0.01
O 2.8172 -3.6317 -4.7076 -0.6 -0.2 -0.4 -0.65
H 0.3148 -3.2828 -5.5464 -0.3 0.3 0.1 0.27
H -0.2476 -4.0411 -3.9706 -0.6 0.3 0.3 0.24
H 0.7347 -4.9522 -5.1574 -0.2 0.4 0.2 0.33
C 6.9258 3.6187 1.0478 0.1 -0.9 -1.3 -0.73
O 6.0038 3.7617 2.1426 0.0 0.9 -0.1 -0.45
P 4.6324 4.5509 1.8028 1.8 0.6 0.8 1.69
O 4.1825 4.2323 0.4572 -0.8 0.0 -0.7 -0.72
O 3.7449 4.1759 3.0338 0.3 0.0 0.5 -0.48
C 3.3623 2.7795 3.1101 -0.8 0.2 -0.7 0.43
O 4.9272 6.1158 2.0682 0.3 -2.5 0.6 -0.50
C 4.0437 7.0633 1.5370 0.7 0.3 -1.3 -0.61
H 7.8636 3.0974 1.3305 -0.9 0.2 0.4 0.22
H 7.2266 4.5500 0.5644 -0.2 0.3 0.5 0.39
H 6.4260 3.0331 0.2462 0.4 0.2 0.5 0.18
H 3.4025 2.4338 2.0602 -0.1 -0.5 0.8 -0.10
H 2.3200 2.8380 3.4486 0.3 -0.5 -0.1 -0.33
H 3.9856 2.1760 3.7933 -0.2 0.7 -0.4 0.10
H 3.0147 6.9236 1.7195 -1.3 -0.7 0.6 0.17
H 4.1616 7.0670 0.4551 0.1 0.4 -0.1 0.27
H 4.3513 7.9550 2.0144 0.1 1.3 0.0 0.37
C -1.9772 0.9677 -3.6782 -1.3 -0.1 -1.1 0.11
O -0.7110 0.4057 -3.9636 0.8 0.3 0.9 0.88
P -0.4555 -0.2729 -5.3490 -2.1 0.3 -0.1 0.25
O -1.4792 -1.2137 -5.7925 -0.2 -0.7 0.0 -0.86
O -0.3490 0.9660 -6.2810 0.2 1.3 -0.9 -0.22
C -0.9915 1.1316 -7.5631 1.3 -1.8 -0.4 -0.81
O 0.9476 -0.8531 -5.1919 2.2 0.0 0.2 -0.08
C 2.1354 0.0171 -5.0470 -0.3 -0.8 0.4 -0.53
H -2.2985 1.6851 -4.4909 0.3 -0.8 0.8 0.44
H -1.9708 1.4658 -2.7268 0.3 0.1 0.2 -0.82
H -2.6671 0.1088 -3.6078 -0.2 0.6 -0.1 0.14
H -2.0241 0.7675 -7.5181 0.1 0.7 0.0 0.32
H -0.4641 0.4807 -8.3114 -0.5 0.4 0.6 0.30
H -0.7406 2.1404 -7.8437 -0.8 0.4 -0.1 0.26
H 2.4711 0.2597 -6.0451 0.0 0.3 -0.2 0.30
H 2.8654 -0.6690 -4.5994 -0.1 0.5 0.1 0.15
H 1.9348 0.9263 -4.4316 0.0 -0.9 -0.4 0.22
C 5.6748 0.3225 3.8139 1.4 -1.4 0.1 -0.96
O 5.3203 -0.0407 2.4604 0.0 0.4 0.1 0.29
P 6.2265 -0.8569 1.4468 0.4 -0.3 1.0 0.87
O 5.6977 -2.1822 1.0787 0.2 0.4 0.5 -0.62
O 6.4555 0.0662 0.2067 -0.2 0.9 0.0 -0.27
C 5.4164 0.0967 -0.7547 -0.4 0.8 -1.2 0.60
O 7.6479 -0.7476 2.1533 0.1 -0.4 -0.5 -0.42
C 8.8043 -1.3264 1.4599 -0.9 -0.2 0.2 -0.69
H 5.9921 1.3588 3.9448 -0.3 0.0 -0.5 0.31
H 6.5630 -0.3046 4.1052 -1.1 0.6 0.0 0.32
H 4.8087 0.0898 4.4282 0.1 0.1 0.1 0.34
H 5.8935 0.3478 -1.7027 -0.2 -0.1 0.0 0.52
H 4.5824 0.8077 -0.5900 0.8 0.1 0.5 -0.16
H 4.9607 -0.8626 -0.8009 -0.2 -0.9 -0.4 -0.58
H 8.4245 -2.1945 0.8688 0.7 0.7 0.3 0.31
H 9.4698 -1.6390 2.2654 0.0 -0.1 -0.3 0.26
H 9.2856 -0.5445 0.8530 -0.3 -0.4 0.1 0.21
C -7.1933 -0.9187 0.8937 -1.4 -0.4 -1.7 -1.28
O -6.0833 -0.8198 -0.0049 0.6 0.2 1.0 0.87
P -5.9831 -1.9337 -1.0871 2.4 -0.5 0.7 -0.76
O -6.2376 -3.2936 -0.6384 0.0 -0.4 0.3 -0.77
O -7.0077 -1.5848 -2.1536 -1.5 1.4 -3.5 -0.37
C -6.9297 -0.3280 -2.9525 0.9 0.1 3.3 -0.36
O -4.5039 -1.5808 -1.6203 -0.9 -0.1 0.4 1.08
C -3.9328 -2.3725 -2.6609 0.7 1.0 -1.2 -0.02
H -7.8535 -0.1529 0.5483 -0.9 0.5 -0.1 0.35
H -6.9362 -0.7071 1.8738 1.0 0.3 1.7 0.34
H -7.7267 -1.8870 0.8495 0.5 0.4 -0.1 0.41
H -6.5161 -0.4235 -3.9072 0.0 -1.1 -1.7 0.35
H -6.1085 0.2534 -2.4535 -1.3 0.3 -0.1 -0.06
H -7.9393 0.0858 -2.9281 0.5 0.2 -0.1 0.27
H -3.8624 -3.4051 -2.3751 -0.1 -0.5 0.1 -0.27
H -2.8989 -1.9813 -2.8678 -1.1 -0.4 0.3 -0.29
H -4.5203 -2.2351 -3.5933 0.3 -0.3 0.5 0.43
C -1.0234 1.4402 4.7339 -0.5 -1.1 -0.4 -0.51
O -0.2584 2.4313 4.0135 0.5 0.1 1.0 0.05
P -0.7461 3.9149 4.3270 2.4 1.2 0.7 0.75
O -1.1108 4.2778 5.7057 0.1 -0.3 -0.9 -0.85
O 0.5286 4.7788 3.7159 -1.2 -2.2 0.7 0.07
C 0.5845 6.1807 3.9000 -0.5 0.4 -0.4 -0.70
O -1.9017 4.0439 3.3123 -1.5 1.0 0.2 -0.45
C -1.8140 3.6558 1.9720 0.7 0.3 -0.7 0.58
H -2.0602 1.7424 4.8653 0.0 0.5 0.4 0.50
H -0.5785 1.1415 5.7149 -0.2 0.4 -1.0 0.26
H -1.1730 0.6021 4.0278 0.7 0.1 0.5 -0.17
H 0.0349 6.5044 4.7776 -0.3 0.0 0.1 0.38
H 0.1665 6.6017 2.9753 0.2 0.4 0.4 0.18
H 1.6086 6.4906 4.0651 0.3 -0.2 -0.3 0.19
H -1.6232 2.6032 1.8857 0.0 -0.7 -0.1 -0.03
H -1.0181 4.1986 1.4520 0.0 -0.1 0.2 -0.58
H -2.7325 3.9403 1.5125 -0.8 0.1 -0.4 0.26

***

55
Properties=species:S:1:pos:R:3:forces:R:3:mulliken_charge:R:1 method="wB97M-V/def2-TZVPD" homo_ha=-0.296 orbital_gap_ev=7.90 energy_ha=-1586.98145 de_lowest_kcal_mol=394.7 lumo_energy_ev=-0.16 smiles="CCOCCCNS(=O)(=O)c1cc2[nH]c3c(c2cc1C)C(=O)CC(C)(C)C3" max_force_ha_per_bohr=0.3698 charge=0
C -1.9290 -3.5433 -0.1989 3.7 -3.2 -1.3 -0.94
C -3.2968 -3.2071 -0.1182 -5.0 2.1 -1.2 -0.22
O -3.3886 -1.9268 0.6247 -2.8 -2.4 -0.3 -0.22
C -4.8143 -1.6168 0.8369 -0.7 -4.0 -5.0 -0.14
C -4.8325 -0.5314 1.6195 0.7 4.8 9.5 -0.90
C -3.9526 0.5751 1.4629 6.8 1.0 -6.7 -0.55
N -4.2636 1.2864 -0.1040 1.1 1.4 5.0 -0.36
S -3.2534 2.4561 -0.6531 1.8 2.5 15.4 0.96
O -3.6002 2.6984 -1.8973 -3.3 2.8 -11.2 -0.57
O -3.2240 3.6855 0.4300 0.0 -5.7 -4.4 -0.73
C -1.6807 1.7557 -0.6906 2.8 -2.0 1.8 0.22
C -0.6218 2.0364 0.1477 -3.8 9.1 5.6 0.52
C 0.6383 1.7389 0.3216 -4.1 -8.4 -6.9 -0.97
N 1.7326 1.9677 0.8745 2.8 7.1 8.3 0.09
C 2.6747 1.0952 0.8109 2.5 -3.2 -4.1 0.16
C 2.3342 0.0476 -0.1930 -3.9 5.2 2.7 -0.06
C 0.8934 0.4795 -0.4436 4.2 0.0 -0.6 0.28
C 0.0721 0.1032 -1.4346 -4.7 -0.9 -0.3 -0.66
C -1.3270 0.6073 -1.2926 -0.1 -2.9 -7.0 0.99
C -2.3945 -0.0195 -2.3994 -7.2 10.4 14.2 -2.95
C 3.2292 -0.8113 -0.7954 -2.6 -5.7 -3.0 0.43
O 2.8134 -1.8138 -1.6379 2.6 5.2 3.8 -0.76
C 4.5643 -0.7164 -0.1781 -1.5 -4.1 1.9 -1.20
C 5.1043 0.6023 0.2062 -2.0 0.4 2.5 1.88
C 6.4163 0.2747 0.8153 -1.4 -0.6 5.5 -2.09
C 5.3174 1.5667 -0.9498 -7.2 -9.1 -3.1 -1.99
C 4.0042 1.3018 1.3332 1.8 -6.7 1.3 -1.18
H -1.6887 -4.3754 -0.9919 -0.8 0.9 1.8 0.33
H -1.4619 -3.8028 0.7873 -0.5 0.1 -0.9 0.26
H -1.3370 -2.7890 -0.6440 0.5 1.4 -0.1 0.10
H -3.9013 -2.9997 -1.1459 1.8 -0.5 1.8 0.25
H -3.9595 -3.9743 0.3405 0.6 0.4 0.2 0.35
H -5.3221 -1.2570 -0.2052 1.1 -1.5 1.8 0.20
H -5.5917 -2.3198 1.3845 2.1 0.1 -1.6 0.25
H -4.6212 -0.7479 2.8281 0.0 -0.2 -2.7 0.32
H -5.7302 -0.0794 1.8447 -2.9 0.5 -0.4 0.49
H -2.7084 0.1808 1.2411 -3.8 0.9 0.8 0.08
H -3.7527 1.4320 2.0374 -1.0 0.8 1.3 0.62
H -4.5108 0.6309 -0.7640 -0.4 -1.6 -1.9 0.38
H -0.9755 2.9264 0.8881 0.8 -1.4 -1.5 0.10
H 1.7107 2.7114 1.6778 0.6 -1.6 -1.9 0.37
H 0.2176 -0.6786 -2.2343 0.2 0.8 1.4 0.42
H -3.1198 0.8657 -2.5243 1.5 -1.9 -1.4 0.28
H -2.9472 -0.6332 -1.7045 -0.4 -1.0 -0.1 0.49
H -1.9477 -0.4753 -2.9763 7.4 -7.7 -11.1 1.13
H 5.1275 -1.4190 -0.7232 1.7 -0.1 -1.3 0.51
H 4.4691 -1.5473 0.8156 0.0 2.8 -2.2 0.30
H 7.1858 -0.1258 0.2805 1.5 -1.4 -2.2 0.46
H 6.8342 1.1314 1.2309 0.9 2.0 0.8 0.55
H 6.3200 -0.4006 1.8243 -0.1 1.2 -2.5 0.29
H 4.3522 1.5389 -1.6591 2.0 0.8 1.7 0.25
H 5.9464 0.8990 -1.4243 2.0 -0.4 -2.1 0.55
H 5.6839 2.3726 -0.7019 3.5 8.3 2.2 0.70
H 4.5083 2.1283 1.5854 0.6 4.1 0.6 0.64
H 4.0045 0.7157 2.4357 0.4 0.9 -2.8 0.29